(1)
12
Properties=species:S:1:pos:R:3:nbo_charge:R:1 method="wB97M-V/def2-TZVPD" energy_ev=-7666.3472 s_squared=0.7556 spin_multiplicity=2 molar_mass_g_mol=77.087 homo_energy_ha="-0.1104 / -0.1099" fmax_ev_per_a=1.78 orbital_gap_ev="7.473 / 5.851" e_above_lowest_kj_mol=110.4 lumo_ev="4.468 / 2.859" total_charge=-1
N 1.50 -0.75 1.10 -0.491
C 0.63 -0.36 0.06 0.163
N -0.25 0.71 0.46 -0.870
N 1.44 0.06 -1.14 -0.851
H 1.14 -1.54 1.64 0.298
H 0.03 -1.20 -0.33 0.165
H -1.26 0.60 0.16 0.469
H -0.18 0.86 1.46 0.342
H 1.49 1.07 -1.15 0.357
H -3.64 0.54 -0.16 0.403
H 2.36 -0.32 -0.95 0.338
O -2.78 0.25 -0.48 -1.323

---

(2)
28
Properties=species:S:1:pos:R:3:nbo_charge:R:1 method="wB97M-V/def2-TZVPD" energy_ev=-23400.2439 s_squared=2.0223 spin_multiplicity=3 molar_mass_g_mol=184.308 homo_energy_ha="-0.2009 / -0.3097" fmax_ev_per_a=3.95 orbital_gap_ev="6.267 / 5.917" e_above_lowest_kj_mol=317.6 lumo_ev="0.800 / -2.510" total_charge=0
C 2.14 0.99 -0.09 -0.251
C -1.62 0.75 0.22 0.242
C 1.68 -0.38 -0.37 0.102
C -1.96 -0.62 -0.25 -0.688
C 1.64 -1.13 -1.64 -0.660
C -3.82 2.13 -0.20 -0.599
C 3.51 -1.63 0.94 -0.620
C -2.77 1.65 0.74 -0.440
C 1.91 -1.34 0.78 -0.412
N -0.44 1.25 0.18 -0.268
N 0.82 0.78 0.06 -0.139
S 3.21 2.21 0.11 0.254
H -2.77 -1.08 0.41 0.229
H -0.94 -1.18 -0.14 0.215
H -2.14 -0.40 -1.26 0.233
H 2.75 -1.21 -2.04 0.233
H 1.13 -0.74 -2.52 0.237
H 1.26 -2.17 -1.55 0.223
H -3.96 1.37 -0.98 0.205
H -3.67 3.18 -0.70 0.209
H -4.69 2.28 0.48 0.209
H 3.96 -0.62 0.94 0.209
H 3.74 -2.21 -0.03 0.207
H 3.87 -2.14 1.89 0.224
H -3.39 1.06 1.38 0.201
H -2.29 2.48 1.29 0.228
H 1.53 -1.00 1.78 0.221
H 1.31 -2.26 0.56 0.197

---

(3)
107
Properties=species:S:1:pos:R:3:mulliken_charge:R:1 method="wB97M-V/def2-TZVPD" energy_ev=-94943.1325 molar_mass_g_mol=882.004 homo_energy_ha="-0.3366 / -0.3368" fmax_ev_per_a=2.86 orbital_gap_ev="6.060 / 6.068" e_above_lowest_kj_mol=0.0 lumo_ev="-3.098 / -3.097" total_charge=+1
Y 12.02 15.45 13.26 0.242
C 8.95 16.18 16.41 -1.047
O 10.05 15.33 15.92 0.112
C 10.16 14.16 16.53 0.002
C 9.60 13.92 17.81 -0.766
C 9.71 12.66 18.36 -0.714
C 10.28 11.60 17.65 -0.783
C 10.92 11.89 16.47 -0.826
C 11.04 13.20 15.96 0.446
N 11.82 13.48 14.82 0.938
N 12.74 12.52 14.76 -0.351
C 13.04 11.91 13.60 -0.630
C 12.93 12.46 12.25 0.402
O 12.42 13.65 12.02 0.096
C 13.43 11.69 11.19 -0.813
C 13.74 10.35 11.31 -0.995
C 13.78 9.74 12.57 0.906
C 14.02 8.35 12.70 -0.840
C 14.02 7.76 13.97 -0.643
C 13.76 8.52 15.06 -1.127
C 13.57 9.88 14.98 -0.077
C 13.51 10.51 13.74 1.210
H 8.04 15.59 16.50 0.489
H 8.80 16.94 15.65 0.176
H 9.21 16.68 17.38 0.276
H 9.06 14.74 18.27 0.484
H 9.31 12.53 19.36 0.391
H 10.30 10.57 18.00 0.432
H 11.42 11.14 15.87 0.586
H 13.50 12.16 10.20 0.513
H 13.94 9.69 10.44 0.355
H 14.24 7.69 11.82 0.340
H 14.20 6.66 14.09 0.344
H 13.83 8.07 16.06 0.370
H 13.39 10.46 15.89 0.175
C 5.84 17.15 9.99 -1.128
C 6.63 16.29 10.99 -0.207
N 7.51 17.06 11.88 -0.175
C 8.64 16.68 12.46 0.305
S 9.30 15.10 12.26 -0.577
N 9.22 17.58 13.26 -1.272
N 10.50 17.36 13.67 2.079
C 11.10 18.35 14.35 0.220
C 10.58 19.74 14.44 -1.887
C 12.18 18.03 15.23 0.626
C 12.74 18.96 16.16 -1.292
C 13.50 18.51 17.19 -0.343
C 13.84 17.17 17.32 -1.141
C 13.44 16.32 16.30 -0.586
N 12.61 16.74 15.32 1.260
H 5.00 16.55 9.61 0.365
H 6.50 17.49 9.21 0.268
H 5.46 18.05 10.54 0.293
H 7.28 15.53 10.58 0.233
H 5.95 15.67 11.58 0.266
H 7.20 18.00 12.13 0.299
H 9.60 19.74 13.96 0.368
H 11.26 20.49 13.89 0.303
H 10.44 20.10 15.49 0.455
H 12.51 20.00 16.02 0.669
H 13.90 19.19 17.97 0.383
H 14.45 16.89 18.14 0.544
H 13.71 15.26 16.20 0.513
C 10.83 17.36 7.49 -0.913
N 10.89 16.03 8.07 0.099
C 10.45 14.88 7.27 -0.595
C 10.43 13.74 8.32 -0.704
N 11.09 14.34 9.47 0.688
C 11.23 15.67 9.32 0.135
S 11.76 16.75 10.49 -0.430
H 9.85 17.82 7.71 0.281
H 10.88 17.27 6.39 0.354
H 11.59 18.01 7.93 0.284
H 11.11 14.68 6.39 0.321
H 9.46 15.17 6.83 0.377
H 10.93 12.83 7.95 0.307
H 9.43 13.45 8.57 0.318
H 11.37 13.89 10.32 -0.210
O 13.99 16.35 12.64 -0.473
S 15.46 16.32 12.16 0.378
C 16.03 18.05 12.44 -0.673
C 16.09 18.76 11.08 -0.559
C 16.29 17.72 9.97 -0.743
C 15.44 16.50 10.33 -0.041
H 17.05 17.92 12.88 0.418
H 15.40 18.53 13.18 0.282
H 17.01 19.34 11.16 0.340
H 15.22 19.40 10.88 0.324
H 17.36 17.43 10.05 0.285
H 16.04 18.09 8.99 0.400
H 15.66 15.58 9.79 0.524
H 14.35 16.75 10.20 -0.405
C 15.21 12.38 17.66 -0.815
C 16.32 12.43 16.66 -0.416
O 15.84 12.99 15.42 -0.124
C 16.92 13.23 14.53 -0.345
C 16.71 12.94 13.06 -0.546
H 15.38 11.71 18.54 0.334
H 14.28 12.12 17.20 -0.060
H 15.04 13.41 18.07 0.236
H 16.69 11.40 16.46 0.362
H 17.14 13.05 17.02 0.478
H 17.84 12.69 14.94 0.399
H 17.18 14.32 14.70 0.169
H 16.58 11.87 12.88 0.320
H 17.49 13.38 12.41 0.392
H 15.77 13.44 12.76 -0.268

---

(4)
13
Properties=species:S:1:pos:R:3:nbo_charge:R:1 method="wB97M-V/def2-TZVPD" energy_ev=-9271.5370 molar_mass_g_mol=98.105 homo_energy_ha=-0.3318 fmax_ev_per_a=3.12 orbital_gap_ev=9.912 e_above_lowest_kj_mol=189.6 lumo_ev=0.884 total_charge=0
C 2.94 -0.29 -0.06 -0.399
C 1.73 0.24 0.03 -0.072
C -0.51 0.06 0.13 0.273
C -2.93 0.20 -0.07 0.558
H 3.18 -1.36 -0.17 0.208
H 3.93 0.29 -0.14 0.202
H 1.60 1.29 -0.09 0.179
H -0.44 1.20 0.32 0.159
H -1.68 -1.49 0.03 0.415
H -2.65 1.35 -0.09 0.107
N 0.57 -0.66 0.01 -0.468
N -1.74 -0.53 0.20 -0.631
O -4.00 -0.30 -0.09 -0.530